Formula: C18H61FN24O11
Source: the Open Molecules 2025 dataset
Level of theory: the ωB97M-V functional and the def2-TZVPD basis

Calculated values
M = 808.8 u
spin multiplicity = 1
SMILES = COC[C@@H](C[C@H](C)F)NCC(N)(N)N.NC(N)=O.NC(N)=O.NC(N)=O.NC(N)=O.NC(N)=O.NC(N)=O.NC(N)=O.NC(N)=O.NC(N)=O.NC(N)=O
HOMO energy = -8.089 eV
net charge = 0

```
115
Properties=species:S:1:pos:R:3:lowdin_charge:R:1
F 2.13432 0.47947 3.12898 -0.04
O 7.16850 -0.11626 -4.83051 0.00
O 3.11184 -6.55554 2.99361 0.02
O 4.55574 2.00193 6.06645 0.02
O -13.04287 -1.50006 2.45959 0.01
O 1.95563 -1.22964 0.14960 -0.19
O -5.85094 -0.05339 -0.95583 -0.01
O -8.58207 0.83266 2.72781 0.00
O -0.15533 -2.65936 -2.72933 0.01
O 8.64485 3.71103 -6.06297 0.02
O 3.79510 -1.70589 -5.04379 0.00
O 5.09109 1.77409 0.48674 0.02
N 7.31867 4.65823 -7.63808 0.16
N -1.40547 -4.42046 -2.03957 0.15
N -8.09709 -0.01872 -0.63282 0.15
N -15.23797 -2.00759 2.27690 0.16
N 2.90118 0.66166 6.82022 0.15
N -13.76510 -3.50596 3.23188 0.16
N 4.11720 1.97244 8.29465 0.14
N 7.23509 2.41623 0.09124 0.15
N 6.95121 -1.25446 -6.77111 0.16
N 2.98697 -5.83141 0.84641 0.15
N 6.03405 1.19505 -1.47154 0.17
N 4.84965 -1.26554 -3.08594 0.15
N -9.36290 -1.16731 3.44807 0.15
N 8.84612 5.93042 -6.45828 0.15
N -2.38659 0.12550 0.05870 0.11
N 3.53077 -4.36956 2.54591 0.16
N -10.79408 0.34772 2.48187 0.16
N -1.93567 0.84626 2.31850 0.08
N 7.82169 0.88916 -6.75251 0.16
N -0.10603 1.75244 -0.31896 -0.02
N -3.55341 1.95650 0.93559 0.06
N 2.61008 -1.85247 -3.11325 0.17
N -6.74602 1.51350 0.42642 0.17
N -2.36929 -2.34707 -2.38280 0.17
C 3.74853 -1.62481 -3.82324 -0.67
C 0.99208 -2.12576 0.64880 -0.10
C 2.99167 2.69188 3.26344 -0.04
C -1.24366 -3.11341 -2.41087 -0.67
C 0.83620 0.95138 0.46359 -0.30
C 3.90459 1.57463 7.00080 -0.68
C -1.23500 2.31877 0.39469 -0.17
C 1.41067 -0.10502 -0.50521 -0.20
C 6.06429 1.80282 -0.25200 -0.67
C 3.20381 -5.64621 2.18802 -0.69
C -6.82939 0.45762 -0.42410 -0.68
C 8.29332 4.70289 -6.68220 -0.67
C 1.94420 1.79136 2.64265 -0.37
C 2.00790 1.72931 1.11592 -0.09
C 7.31097 -0.15727 -6.04524 -0.67
C -13.95905 -2.29079 2.64682 -0.66
C -9.52378 0.06365 2.87400 -0.68
C -2.25096 1.27985 0.93614 -0.64
H 2.93898 1.20781 0.87966 0.09
H -7.53996 1.90726 0.89699 0.08
H -10.95395 1.24579 2.06807 0.10
H 5.70283 -1.04899 -3.57597 0.06
H 4.83578 -1.21828 -2.08496 0.08
H 0.32173 0.42713 1.27220 0.11
H -8.19816 -0.80233 -1.24777 0.10
H -15.40532 -1.11958 1.84294 0.11
H 8.09831 1.71935 -6.24726 0.06
H -3.48211 2.79129 1.51186 0.08
H 3.58901 1.63080 9.07371 0.09
H 7.93568 0.86755 -7.74714 0.09
H -2.28523 -4.81367 -1.76677 0.09
H -14.50166 -4.16607 3.39090 0.10
H -0.94049 2.98067 1.23310 0.11
H 6.87635 3.77344 -7.80267 0.10
H 2.89497 3.70066 2.84971 0.09
H -0.01590 -1.91023 0.27813 0.08
H 9.56056 5.98981 -5.75795 0.10
H 2.87344 2.76478 4.34767 0.06
H 6.51139 -2.00858 -6.27615 0.10
H -16.00583 -2.63586 2.41503 0.10
H -8.90554 0.36073 -0.17782 0.08
H -3.36562 0.02173 -0.19367 0.05
H 2.55740 -1.79458 -2.11122 0.06
H 5.16446 0.77700 -1.73858 0.07
H 2.75661 -6.75853 0.54553 0.10
H -12.83205 -3.74302 3.50893 0.10
H 7.27684 2.85533 0.99100 0.10
H 8.03838 2.44121 -0.50677 0.09
H 3.60274 -3.61404 1.88960 0.09
H 0.93456 2.08218 2.96198 0.12
H -11.56597 -0.29536 2.59855 0.04
H 3.06974 -5.09902 0.16702 0.09
H 1.24856 -3.14411 0.33937 0.07
H 4.00124 2.33704 3.05188 0.08
H 7.00966 5.46052 -8.15178 0.09
H 0.40967 2.50244 -0.76016 0.11
H -0.59207 -5.00554 -2.05753 0.10
H -1.34495 1.53906 2.76223 0.05
H 2.34502 0.29171 7.56630 0.09
H -10.12020 -1.81155 3.57020 0.08
H 0.96996 -2.08908 1.74526 0.09
H -8.44024 -1.42087 3.74490 0.10
H 2.72568 0.35889 5.87811 0.09
H 1.77120 -2.08350 -3.61418 0.07
H 7.03977 -1.30991 -7.76655 0.09
H -4.16892 1.33987 1.46118 0.07
H -3.27035 -2.69279 -2.11401 0.10
H 2.21674 0.35490 -1.09105 0.12
H 0.62268 -0.38351 -1.21775 0.11
H 6.80301 1.16134 -2.11746 0.10
H 2.08421 2.75355 0.73814 0.13
H 4.84620 2.64122 8.45238 0.10
H -1.41374 -0.02104 2.31612 0.05
H 8.57148 6.75928 -6.94859 0.09
H -2.12838 -0.72525 0.54180 0.06
H -1.78183 2.94882 -0.31430 0.12
H 3.70467 -4.19037 3.51601 0.10
H -2.27117 -1.37524 -2.61620 0.11
H -5.83081 1.88189 0.60940 0.06
```